Arrangement A

{"formula": "C2H8N2", "method": "ωB97M-V/def2-TZVPD", "smiles": "CNCN", "lumo_ev": 1.213, "charge": 0, "species": ["C", "N", "C", "N", "H", "H", "H", "H", "H", "H", "H", "H"], "positions_angstrom": [[-0.65, 1.14, -1.19], [0.03, 0.67, -0.02], [0.25, -0.72, 0.19], [0.59, -0.92, 1.60], [-1.12, 2.10, -0.98], [-1.46, 0.45, -1.46], [0.00, 1.26, -2.07], [0.16, 1.27, 0.77], [-0.65, -1.31, -0.04], [1.05, -1.15, -0.44], [1.60, -1.00, 1.70], [0.21, -1.80, 1.93]], "nbo_charge": [-0.400, -0.669, -0.029, -0.840, 0.201, 0.172, 0.170, 0.391, 0.147, 0.140, 0.355, 0.361]}

Arrangement B

{"formula": "C2H8N2", "method": "ωB97M-V/def2-TZVPD", "smiles": "NCCN", "lumo_ev": 1.068, "charge": 0, "species": ["N", "C", "C", "N", "H", "H", "H", "H", "H", "H", "H", "H"], "positions_angstrom": [[1.97, 0.00, -0.02], [0.61, 0.68, 0.00], [-0.51, -0.38, 0.08], [-1.83, 0.21, -0.17], [1.85, -0.91, 0.55], [2.07, -0.38, -1.01], [0.46, 1.24, -0.95], [0.65, 1.40, 0.82], [-0.46, -0.85, 1.17], [-0.11, -1.26, -0.65], [-2.52, -0.48, -0.46], [-2.17, 0.74, 0.65]], "nbo_charge": [-0.821, -0.239, -0.227, -0.860, 0.340, 0.343, 0.195, 0.189, 0.154, 0.193, 0.367, 0.365]}

Arrangement C

{"formula": "C2H8N2", "method": "ωB97M-V/def2-TZVPD", "lumo_ev": 0.992, "charge": 0, "species": ["N", "C", "C", "N", "H", "H", "H", "H", "H", "H", "H", "H"], "positions_angstrom": [[1.73, -0.50, -0.74], [0.63, -0.09, 0.47], [-0.63, 0.13, -0.38], [-1.82, 0.41, 0.43], [2.54, -0.96, -0.31], [1.72, 0.38, -0.04], [0.65, 0.82, 1.10], [0.55, -0.92, 1.16], [-0.62, 1.02, -1.02], [-0.68, -0.70, -1.06], [-2.19, -0.35, 0.97], [-1.67, 1.23, 1.00]], "nbo_charge": [-0.829, -0.346, -0.223, -0.843, 0.336, 0.375, 0.196, 0.212, 0.199, 0.213, 0.359, 0.352]}

arrangement A wins, 0.305 eV ahead of the next structure.

Arrangement A

{"formula": "C2H8N2", "method": "ωB97M-V/def2-TZVPD", "smiles": "C=N.CN", "lumo_ev": 0.973, "charge": 0, "species": ["C", "N", "H", "H", "H", "C", "N", "H", "H", "H", "H", "H"], "positions_angstrom": [[3.85, -1.73, -0.77], [3.00, -0.95, -1.34], [4.86, -1.52, -0.95], [3.94, -2.69, -0.20], [2.06, -1.03, -1.19], [-2.03, 1.12, 1.01], [-3.35, 0.96, 0.24], [-1.34, 1.58, 0.33], [-1.73, 0.17, 1.31], [-2.00, 1.75, 1.96], [-4.01, 1.82, 0.29], [-3.25, 0.53, -0.69]], "nbo_charge": [-0.035, -0.593, 0.139, 0.153, 0.336, -0.409, -0.893, 0.176, 0.188, 0.199, 0.370, 0.369]}

Arrangement B

{"formula": "C2H8N2", "method": "ωB97M-V/def2-TZVPD", "smiles": "C=NC.N", "lumo_ev": 1.190, "charge": 0, "species": ["C", "N", "C", "H", "H", "H", "H", "H", "N", "H", "H", "H"], "positions_angstrom": [[0.83, 3.37, 2.11], [1.75, 2.73, 1.53], [1.40, 1.96, 0.33], [-0.02, 3.68, 1.45], [0.69, 3.66, 3.15], [1.73, 0.97, 0.62], [0.34, 2.01, 0.00], [1.93, 2.47, -0.49], [-3.11, -6.43, -3.03], [-3.62, -5.66, -3.42], [-2.91, -6.32, -2.05], [-2.36, -6.67, -3.65]], "nbo_charge": [-0.055, -0.394, -0.445, 0.115, 0.180, 0.222, 0.171, 0.206, -1.097, 0.361, 0.370, 0.367]}

Arrangement C

{"formula": "C2H8N2", "method": "ωB97M-V/def2-TZVPD", "smiles": "[H]/N=C/N.C", "lumo_ev": 1.086, "charge": 0, "species": ["H", "N", "C", "N", "H", "H", "H", "C", "H", "H", "H", "H"], "positions_angstrom": [[1.01, 3.65, 4.12], [0.64, 2.99, 3.43], [-0.01, 2.12, 4.09], [-0.83, 1.19, 3.50], [-0.05, 2.00, 5.17], [-0.68, 0.89, 2.55], [-1.62, 0.86, 4.02], [0.35, -2.75, -5.33], [0.65, -3.77, -5.52], [0.16, -2.23, -6.28], [-0.69, -2.77, -5.01], [1.06, -2.18, -4.74]], "nbo_charge": [0.338, -0.699, 0.275, -0.840, 0.138, 0.398, 0.390, -0.859, 0.213, 0.212, 0.215, 0.218]}

arrangement C wins, 1.050 eV ahead of the next structure.

Arrangement A

{"formula": "C2H8N2", "method": "ωB97M-V/def2-TZVPD", "smiles": "CNCN", "lumo_ev": 1.217, "charge": 0, "species": ["C", "N", "C", "N", "H", "H", "H", "H", "H", "H", "H", "H"], "positions_angstrom": [[-1.15, -0.17, 1.21], [-0.47, -0.49, -0.03], [0.47, 0.58, -0.48], [1.34, 0.11, -1.52], [-2.08, -0.72, 1.35], [-0.66, -0.39, 2.17], [-1.36, 0.90, 1.16], [0.16, -1.28, 0.11], [1.07, 0.91, 0.37], [-0.18, 1.38, -0.84], [2.01, -0.55, -1.19], [0.86, -0.27, -2.31]], "nbo_charge": [-0.429, -0.634, -0.047, -0.835, 0.196, 0.171, 0.190, 0.338, 0.155, 0.176, 0.353, 0.365]}

Arrangement B

{"formula": "C2H8N2", "method": "ωB97M-V/def2-TZVPD", "lumo_ev": -0.260, "charge": 0, "species": ["N", "C", "C", "N", "H", "H", "H", "H", "H", "H", "H", "H"], "positions_angstrom": [[-0.52, -1.23, -1.32], [-0.69, -0.10, -0.45], [0.43, -0.20, 0.58], [0.50, 0.97, 1.50], [-1.17, -1.05, -2.10], [0.63, -0.11, -1.87], [-0.79, 0.92, -0.82], [-1.63, -0.28, 0.15], [1.30, -0.09, -0.09], [0.39, -1.31, 0.82], [0.83, 0.57, 2.35], [0.71, 1.91, 1.24]], "nbo_charge": [-0.626, -0.280, -0.232, -0.893, 0.345, 0.200, 0.169, 0.167, 0.155, 0.231, 0.375, 0.389]}

arrangement A wins, 4.262 eV ahead of the next structure.

Arrangement A

{"formula": "C4H3N3", "method": "ωB97M-V/def2-TZVPD", "lumo_ev": 0.490, "charge": 0, "species": ["C", "C", "C", "C", "N", "N", "N", "H", "H", "H"], "positions_angstrom": [[2.70, -0.28, -0.26], [1.53, -0.11, -0.07], [0.15, 0.15, 0.11], [-0.53, 1.36, -0.03], [-1.80, 0.89, 0.07], [-2.00, -0.42, 0.25], [-0.77, -0.85, 0.30], [3.74, -0.42, -0.43], [-2.44, 1.49, -0.42], [-0.59, -1.83, 0.48]], "nbo_charge": [-0.177, -0.054, -0.085, -0.100, -0.369, -0.051, -0.258, 0.238, 0.427, 0.428]}

Arrangement B

{"formula": "C4H3N3", "method": "ωB97M-V/def2-TZVPD", "smiles": "N#Cc1ncc[nH]1", "lumo_ev": 0.183, "charge": 0, "species": ["N", "C", "C", "N", "C", "C", "N", "H", "H", "H"], "positions_angstrom": [[0.19, -1.02, 3.20], [0.09, -0.54, 2.16], [0.03, -0.01, 0.82], [0.20, 1.22, 0.46], [0.20, 1.17, -0.93], [0.04, -0.10, -1.37], [-0.11, -0.91, -0.24], [0.32, 2.07, -1.51], [0.11, -0.52, -2.37], [-1.05, -1.27, -0.10]], "nbo_charge": [-0.258, 0.235, 0.233, -0.372, -0.081, -0.077, -0.547, 0.220, 0.229, 0.418]}

Arrangement C

{"formula": "C4H3N3", "method": "ωB97M-V/def2-TZVPD", "lumo_ev": -0.228, "charge": 0, "species": ["C", "C", "C", "C", "N", "N", "N", "H", "H", "H"], "positions_angstrom": [[1.90, 0.82, -0.65], [-1.06, 0.76, -0.20], [-1.54, -0.37, 0.37], [0.81, 0.22, -0.15], [2.81, 1.29, -1.18], [-0.66, -1.29, 0.80], [0.56, -0.93, 0.43], [-1.38, 1.57, -0.75], [-2.66, -0.49, 0.57], [1.23, -1.59, 0.77]], "nbo_charge": [0.179, -0.185, -0.109, 0.017, -0.255, -0.286, -0.237, 0.217, 0.237, 0.422]}

arrangement B wins, 2.860 eV ahead of the next structure.